# 1
Density functional theory data (wB97M-V/def2-TZVPD) for a 2-piece molecular cluster, C5H7NO overall.

```
! RIJCOSX wB97M-V def2-TZVPD def2/J DEFGRID3
* xyz 0 1
C -1.5868 0.3397 -0.9813
C -0.4168 -0.0008 -0.4399
C 0.5179 1.0262 0.1161
N 1.5739 0.2903 0.4831
C 1.5462 -1.1169 0.2462
O 2.4591 -1.8587 0.4997
C 0.1776 -1.3889 -0.3440
H -2.3170 -0.3987 -1.3072
H -1.8338 1.3876 -1.1451
H -1.5295 2.5986 1.6382
H -0.9001 2.3886 1.3040
H 2.3928 0.6794 0.9403
H -0.3661 -2.0749 0.3118
H 0.2826 -1.8714 -1.3219
*
```

E_LUMO in eV: -0.19
Energy relative to the best compared isomer or geometry (same formula, charge and spin) in kcal per mole: 72.2
Gap between HOMO and LUMO in eV: 8.718


# 2
Density functional theory data (wB97M-V/def2-TZVPD) for C5H7NO as an isolated structure.

```
! RIJCOSX wB97M-V def2-TZVPD def2/J DEFGRID3
* xyz 0 1
O 1.5929 -1.3783 1.2678
C 1.1209 -1.2433 0.0038
C 0.8564 -0.0363 -0.7609
C -0.4933 0.6190 -1.0266
C -1.5772 0.3345 -0.0021
C -0.4618 0.4953 1.0070
N 0.4216 1.1638 0.0178
H 1.4793 -2.0917 -0.5898
H 1.5236 0.1342 -1.6228
H -0.6086 1.1125 -1.9922
H -2.1701 -0.5880 -0.0507
H -2.2614 1.2028 -0.0217
H 1.1333 -0.6617 1.7665
H -0.5558 0.9371 2.0040
*
```

E_LUMO (alpha / beta) in eV: -0.04 / 0.72
Energy relative to the best compared isomer or geometry (same formula, charge and spin) in kcal per mole: 140.0
Gap between HOMO and LUMO (alpha / beta) in eV: 7.187 / 8.821


# 3
Density functional theory data (wB97M-V/def2-TZVPD) for the molecule C5H7NO.

```
! RIJCOSX wB97M-V def2-TZVPD def2/J DEFGRID3
* xyz 0 1
H -0.8788 -3.3361 0.6942
N -1.3044 -2.4522 0.9823
C -0.5572 -1.5044 0.6047
C -0.7832 -0.0522 0.7182
C 0.0687 0.5960 -0.0797
C 0.2231 2.0895 -0.2067
C 0.8883 -0.4758 -0.7849
O 0.6360 -1.6772 -0.0393
H -1.5408 0.3719 1.3627
H 1.2714 2.4076 -0.2685
H -0.2862 2.4818 -1.0937
H -0.2136 2.5914 0.6652
H 1.9613 -0.2385 -0.8260
H 0.4911 -0.8651 -1.7268
*
```

E_LUMO in eV: 0.80
Energy relative to the best compared isomer or geometry (same formula, charge and spin) in kcal per mole: 24.2
Gap between HOMO and LUMO in eV: 10.115
SMILES: [H]/N=C1/C=C(C)CO1